Record 1
DFT (ωB97M-V/def2-TZVPD) results for a 4-piece molecular cluster, C2H12NO3 overall at a distorted geometry.

Structure (XYZ):
```
18
Properties=species:S:1:pos:R:3:forces:R:3:nbo_charge:R:1
C -0.166684 -0.493996 1.302726 0.8 -0.2 -1.1 -0.0778
C 0.773814 -1.327942 0.864344 -0.1 0.3 0.5 -0.3291
N -0.623540 0.494741 0.312401 -0.8 2.6 0.2 -0.7262
H -0.665434 -0.317685 2.226909 -0.4 -0.8 0.6 0.2419
H 0.997924 -2.279405 1.341966 0.3 0.6 0.3 0.2421
H 1.383715 -1.014495 0.007752 -0.7 -0.6 -0.1 0.2428
H -1.156937 1.299543 0.726945 0.3 -1.0 0.4 0.4605
H 0.125300 0.990711 -0.200995 0.4 -0.7 -0.4 0.4768
H -1.317002 0.089942 -0.318174 0.4 -0.2 -0.2 0.4363
H 2.480582 1.835606 -1.283653 0.2 0.1 -0.4 0.5024
H 1.838391 0.552494 -1.973806 0.2 0.0 -0.5 0.5092
O 1.906372 1.079468 -1.176176 -0.8 -0.2 0.9 -0.9920
H 1.958079 -1.748827 -3.253782 0.5 0.4 0.0 0.4834
H 0.616469 -2.208936 -2.937443 -0.1 0.9 0.4 0.4862
O 1.181389 -1.418641 -2.790091 -0.4 -1.2 -0.3 -0.9658
H -3.245734 2.250077 2.353865 0.2 0.2 0.0 0.4932
H -3.377457 0.769699 2.459024 -0.1 -0.4 0.1 0.4860
O -2.709249 1.447645 2.338190 -0.1 0.2 -0.3 -0.9703
```
Positions in Å, forces in eV/Å.

Properties
frontier orbital gap = 11.4 eV
total charge = +1
E_HOMO = -0.5328 Ha

Record 2
DFT (ωB97M-V/def2-TZVPD) results for a 4-piece molecular cluster, C2H12NO3 overall at a distorted geometry.

Structure (XYZ):
```
18
Properties=species:S:1:pos:R:3:forces:R:3:nbo_charge:R:1
C -0.624452 0.485374 0.598621 1.5 0.2 -0.4 -0.4490
C -0.102632 -1.701323 -0.413104 -1.2 -0.6 0.2 0.1346
N -0.463512 -0.480303 -0.494511 1.4 -0.3 -0.1 -0.3969
H -0.293549 0.012786 1.517690 -0.7 -0.2 0.2 0.2311
H 0.084350 1.304803 0.473724 -0.2 0.1 -0.3 0.2698
H -1.623321 0.900759 0.555028 -0.2 -0.2 0.3 0.2521
H 0.250230 -2.194562 0.483610 -0.4 0.3 0.3 0.2460
H -0.355020 -2.316208 -1.276263 1.1 0.2 -0.3 0.2202
H -0.387768 -0.170863 -1.467469 -1.5 0.5 0.1 0.4659
H 1.169390 3.794116 1.696870 -0.2 -0.3 0.0 0.4890
H 0.349742 3.030452 2.735697 0.1 0.0 -0.2 0.4831
O 0.616880 3.004056 1.805351 0.2 0.3 0.3 -0.9658
H -2.567609 -1.072649 -2.682865 -0.6 -0.5 0.0 0.4837
H -2.287125 0.076382 -3.645411 -0.2 0.2 -0.4 0.4997
O -1.950179 -0.380131 -2.879434 0.8 0.3 0.4 -0.9740
H 3.208855 -2.049706 1.052064 0.4 -0.3 0.1 0.4959
H 2.588711 -0.650637 1.051292 0.0 -0.7 -0.1 0.4838
O 2.387009 -1.592347 0.889112 -0.3 1.0 0.0 -0.9692
```
Positions in Å, forces in eV/Å.

Properties
frontier orbital gap = 10.6 eV
total charge = +1
E_HOMO = -0.5487 Ha

Record 3
DFT (ωB97M-V/def2-TZVPD) results for a 4-piece molecular cluster, C2H12NO4 overall at a distorted geometry.

Structure (XYZ):
```
19
Properties=species:S:1:pos:R:3:forces:R:3:lowdin_spin:R:1
C -0.037599 1.332429 1.282859 -2.2 -1.8 -0.1 0.0007
O -0.258924 0.258740 2.131791 0.3 0.0 0.3 0.0003
C -1.028001 1.283527 0.046139 2.5 -0.2 -0.1 0.0008
N -0.397279 0.589330 -1.095368 -0.7 0.2 -0.7 0.0086
H -0.290108 2.257819 1.814091 0.5 0.5 0.0 0.0000
H 0.978737 1.316037 0.865883 0.2 0.5 0.0 0.0003
H -1.932039 0.750605 0.304451 -0.4 0.3 0.4 0.0001
H -1.164603 2.315650 -0.265871 -0.7 0.3 -0.1 0.0003
H 0.487529 0.131703 -0.944402 0.0 0.0 0.6 0.0110
H -1.028414 -0.094421 -1.486768 0.2 -0.1 0.0 0.0022
H -1.378829 -2.095889 3.335662 1.0 -1.0 -0.3 0.0000
H -2.475891 -2.419639 4.120403 0.6 -1.3 0.4 0.0000
O -1.608256 -2.859275 3.920811 -1.6 2.2 -0.1 0.0001
H -0.520631 -1.094967 1.625415 0.2 0.3 -0.6 0.0001
H -0.148318 -2.672740 1.523488 0.2 0.0 0.1 0.0000
O -0.754210 -2.019640 1.174253 -0.3 0.1 0.2 0.0008
H 3.466063 0.806498 -6.731000 0.4 0.6 -0.5 0.1986
H 3.962780 0.847448 -5.395321 0.5 0.5 0.1 0.1725
O 4.127991 1.366785 -6.226515 -0.9 -1.1 0.2 0.6037
```
Positions in Å, forces in eV/Å.

Properties
2S+1 = 2
frontier orbital gap (spin up / spin down) = 2.1 / 6.9 eV
total charge = -2
E_HOMO (spin up / spin down) = 0.1190 / -0.0595 Ha

Record 4
DFT (ωB97M-V/def2-TZVPD) results for a 4-piece molecular cluster, C2H12NO4 overall at a distorted geometry.

Structure (XYZ):
```
19
Properties=species:S:1:pos:R:3:forces:R:3:lowdin_spin:R:1
O 1.415350 1.473627 0.060667 0.1 -0.2 0.3 0.3398
C 2.083609 0.394913 -0.242289 0.5 0.4 -0.4 0.4747
C 1.326561 -0.911575 -0.353776 0.7 0.8 0.3 0.0963
N -0.079834 -0.505509 -0.170261 -0.3 -0.4 -1.3 -0.0027
H 3.178879 0.320372 -0.174929 -0.3 0.1 0.0 0.0393
H 1.442656 -1.398229 -1.317930 -0.1 -0.3 -0.2 0.0211
H 1.663395 -1.587007 0.434207 -0.4 -0.5 0.2 0.0248
H -0.056506 0.335921 0.439354 0.1 0.1 0.3 -0.0012
H -0.411074 -0.132532 -1.076059 0.0 0.1 0.5 -0.0003
H -0.694385 -1.258985 0.113841 -0.2 0.1 0.3 0.0004
H 0.688441 1.228224 2.380099 -0.3 -0.3 0.0 0.0017
H -0.533547 0.325390 2.969023 0.6 0.2 0.2 0.0010
O -0.226055 0.916055 2.274647 -0.4 0.1 -0.2 0.0030
H -1.432232 0.741614 -3.124536 -0.1 0.2 -0.1 0.0000
H -1.490442 2.009892 -2.237933 0.1 -0.1 0.0 0.0002
O -1.038033 1.167670 -2.357201 -0.1 -0.3 -0.1 0.0005
H -2.300543 -3.100635 1.152515 0.1 0.1 0.1 0.0002
H -3.400696 -2.307257 0.490762 0.0 0.2 0.0 0.0001
O -2.502081 -2.215243 0.827628 -0.1 -0.3 0.0 0.0010
```
Positions in Å, forces in eV/Å.

Properties
2S+1 = 2
frontier orbital gap (spin up / spin down) = 3.9 / 7.4 eV
E_HOMO (spin up / spin down) = -0.1389 / -0.2699 Ha

Record 5
DFT (ωB97M-V/def2-TZVPD) results for a 4-piece molecular cluster, C2H12NO4 overall at a distorted geometry.

Structure (XYZ):
```
19
Properties=species:S:1:pos:R:3:forces:R:3:nbo_charge:R:1
O 1.087422 -0.583180 -1.192887 -0.2 -1.4 -1.9 -0.5199
C 0.937587 0.550885 -0.872943 1.2 -0.9 2.0 0.4266
C 0.993838 0.718033 0.626364 -0.5 2.8 2.0 -0.3375
N 0.383714 -0.445809 1.381911 0.1 1.4 -2.0 -0.6886
H 0.890033 1.411007 -1.502695 0.1 0.4 -0.6 0.1839
H 2.070829 0.831986 0.999149 -1.4 -0.3 -0.8 0.2509
H 0.455792 1.681404 0.933146 0.7 -1.4 -0.2 0.2470
H 0.580274 -1.348610 0.914581 0.2 -0.6 -0.6 0.4625
H 0.800903 -0.454558 2.247947 1.2 -0.1 2.6 0.4086
H -0.615028 -0.426751 1.527587 -0.8 0.7 -0.5 0.4537
H -1.436932 1.964963 -1.702365 1.1 -0.1 1.4 0.4843
H -0.989643 3.296290 -1.414683 0.7 -0.6 1.2 0.4975
O -0.830950 2.393829 -1.017122 -2.7 1.3 -2.7 -0.9661
H -3.100067 -0.274207 0.661834 1.2 1.1 -0.5 0.5018
H -2.425761 1.066398 0.192266 -0.8 2.6 -0.5 0.4898
O -2.255980 0.194595 0.419501 -0.3 -3.7 1.2 -0.9798
H 0.470118 -3.438609 1.015436 0.2 0.2 -0.9 0.5033
H 1.098345 -2.985681 -0.421529 -1.1 0.3 1.4 0.5305
O 0.490331 -2.732305 0.334935 0.8 -1.6 -0.6 -0.9484
```
Positions in Å, forces in eV/Å.

Properties
frontier orbital gap = 10.8 eV
total charge = +1
E_HOMO = -0.5075 Ha

Record 6
DFT (ωB97M-V/def2-TZVPD) results for an isolated ion of composition C2H12NSi2 and charge +1 at a distorted geometry.

Structure (XYZ):
```
17
Properties=species:S:1:pos:R:3:forces:R:3:nbo_charge:R:1
C 0.334573 0.947748 -0.532202 -0.3 2.0 2.1 -0.1910
C 0.113201 -0.520837 -0.159790 0.7 0.7 -1.1 -1.1313
N -1.140890 1.592629 -0.993406 1.7 -3.8 0.9 -0.7207
Si 1.849559 -1.294987 0.121196 -0.4 -1.3 1.9 0.8660
Si -1.106890 -0.779574 1.234124 0.9 0.3 2.1 0.8900
H 1.117969 1.203048 -1.309603 -1.4 -0.4 0.4 0.2533
H 0.604871 1.623488 0.392958 -0.5 -1.4 -1.7 0.2384
H -0.247663 -0.970682 -1.064121 -0.5 -0.6 -0.7 0.2588
H -1.825348 1.558000 -0.183886 0.9 0.1 -1.3 0.4695
H -1.377921 0.972931 -1.788113 -0.6 0.5 0.7 0.4356
H -0.919536 2.456024 -1.362237 0.0 2.8 -0.7 0.4292
H 1.968326 -2.878903 0.053848 -0.5 1.8 0.2 -0.0822
H 2.806296 -0.801202 -0.815594 0.5 0.5 -0.7 -0.1510
H 2.040118 -0.663221 1.498403 0.4 -0.6 -0.7 -0.1424
H -2.037153 -1.847614 0.982768 -0.5 -0.4 -0.3 -0.1258
H -1.860479 0.560182 1.360039 0.3 -0.8 0.1 -0.2025
H -0.319033 -1.157029 2.565619 -0.9 0.7 -1.4 -0.0939
```
Positions in Å, forces in eV/Å.

Properties
frontier orbital gap = 11.4 eV
SMILES = [NH3+]CC([SiH3])[SiH3]
total charge = +1
E_HOMO = -0.5514 Ha

Record 7
DFT (ωB97M-V/def2-TZVPD) results for a 4-piece molecular cluster, C2H12O3S overall at a distorted geometry.

Structure (XYZ):
```
18
Properties=species:S:1:pos:R:3:forces:R:3:lowdin_spin:R:1
C 1.098201 2.967252 0.229515 0.0 -0.5 -0.4 0.0896
S -0.448305 3.786865 0.510407 0.2 -0.1 0.2 0.7302
C -0.148352 4.778239 1.948252 0.7 -0.4 0.8 0.0852
H 1.343351 3.048858 -0.834224 0.0 0.2 0.0 0.0197
H 0.977477 1.890424 0.403279 -0.2 0.1 0.1 0.0306
H 1.894000 3.330359 0.859131 0.1 0.3 0.1 -0.0002
H -0.244509 5.823005 1.667564 -0.3 0.2 0.1 0.0235
H -0.793513 4.481181 2.783762 -0.6 0.3 -0.5 0.0222
H 0.842897 4.599517 2.366810 0.2 0.1 -0.5 -0.0010
H -1.610301 -5.880046 -1.584740 -0.2 0.1 -0.1 0.0000
H -1.389740 -7.362834 -1.681764 -0.4 0.1 0.0 0.0000
O -2.103278 -6.712096 -1.595890 0.6 -0.1 0.0 0.0000
H 0.259577 -1.273007 1.219553 0.3 -0.7 -0.2 0.0000
H 0.597798 -0.969508 -0.196214 0.2 -0.3 -0.3 0.0001
O 0.739808 -1.660217 0.462739 -0.5 1.0 0.4 0.0002
H 0.303699 -3.748523 -2.627359 -0.3 -0.2 0.2 0.0000
H -0.867594 -3.126468 -1.869956 0.0 -0.1 0.1 0.0000
O -0.451223 -3.972994 -2.060859 0.3 0.2 -0.3 0.0000
```
Positions in Å, forces in eV/Å.

Properties
2S+1 = 2
frontier orbital gap (spin up / spin down) = 8.5 / 3.4 eV
total charge = +1
E_HOMO (spin up / spin down) = -0.4507 / -0.4507 Ha

Record 8
DFT (ωB97M-V/def2-TZVPD) results for a 4-piece molecular cluster, C2H12O4 overall at a distorted geometry.

Structure (XYZ):
```
18
Properties=species:S:1:pos:R:3:forces:R:3:nbo_charge:R:1
C -0.024140 0.722936 -1.654668 1.3 -1.9 0.2 -0.0692
O 1.368288 0.598239 -1.219007 -0.6 -0.6 -1.0 -0.7378
C -0.610045 2.025589 -1.194165 -0.6 -0.3 0.3 -0.6540
H -0.074807 0.496468 -2.721495 0.2 0.8 -0.3 0.1775
H -0.432750 -0.224889 -1.288247 -0.7 0.7 0.5 0.1708
H 1.544280 1.388285 -0.746848 0.5 1.2 0.6 0.4562
H -1.694607 1.954770 -1.106768 0.0 0.1 -0.2 0.2314
H -0.264959 2.239082 -0.179088 0.1 0.0 0.0 0.2106
H -0.346199 2.849667 -1.849600 0.0 0.1 -0.1 0.2162
H -2.813712 -2.226947 -0.182748 0.2 0.2 0.4 0.4804
H -1.444479 -1.430639 -0.123567 -0.5 0.3 0.5 0.4766
O -2.044566 -1.933456 -0.674932 0.1 -0.4 -0.9 -0.9594
H 2.427957 0.064825 2.831353 0.3 -0.1 0.1 0.4663
H 1.944536 0.402564 1.428080 0.0 -0.1 -0.2 0.4755
O 1.823000 0.631569 2.353259 -0.2 0.0 0.0 -0.9421
H -0.385572 -2.165529 1.066209 0.0 -0.3 0.2 0.4639
H 0.362187 -1.517077 2.204238 0.0 0.3 0.1 0.4793
O -0.506687 -1.544335 1.793104 0.1 -0.2 -0.3 -0.9423
```
Positions in Å, forces in eV/Å.

Properties
frontier orbital gap = 10.8 eV
SMILES = CCO.O.O.O
E_HOMO = -0.3767 Ha

Record 9
DFT (ωB97M-V/def2-TZVPD) results for a 4-piece molecular cluster, C2H12O4 overall at a distorted geometry.

Structure (XYZ):
```
18
Properties=species:S:1:pos:R:3:forces:R:3:nbo_charge:R:1
C -0.643499 1.472007 0.992315 -0.2 -0.1 0.1 -0.0603
O -0.340683 0.074119 0.922744 -0.2 -0.4 0.2 -0.7633
C -1.369330 1.945997 -0.245788 -0.9 -0.5 -0.1 -0.6472
H 0.307695 1.979750 1.119917 0.1 0.0 -0.1 0.1811
H -1.239804 1.653083 1.889221 0.0 0.2 0.1 0.1646
H -1.161959 -0.435493 1.009903 0.3 0.3 -0.1 0.4759
H -0.965926 1.467963 -1.141868 0.4 0.4 0.1 0.2415
H -1.378109 3.029172 -0.303518 0.2 0.1 -0.2 0.2202
H -2.430242 1.636253 -0.225368 0.3 0.1 0.2 0.1960
H 1.240268 -0.631184 -2.057439 -0.2 -0.2 0.3 0.4926
H 1.468106 0.222391 -0.782810 -0.1 -0.4 0.1 0.4683
O 1.508364 0.236632 -1.740221 0.2 0.6 -0.4 -0.9645
H 1.104770 -1.198771 1.259697 0.0 0.1 0.0 0.4977
H 2.272037 -2.107289 1.714906 0.0 0.0 -0.1 0.4809
O 1.584089 -2.014024 1.049851 -0.1 0.0 0.0 -0.9818
H -0.748563 -2.277467 -1.292830 0.1 0.0 0.0 0.4644
H 0.635310 -2.533760 -0.663534 0.0 0.0 0.1 0.4982
O 0.157470 -2.519374 -1.505183 0.0 0.0 -0.1 -0.9643
```
Positions in Å, forces in eV/Å.

Properties
frontier orbital gap = 11.1 eV
SMILES = CCO.O.O.O
E_HOMO = -0.3926 Ha

Record 10
DFT (ωB97M-V/def2-TZVPD) results for a 5-piece molecular cluster, C2H12O5 overall at a distorted geometry.

Structure (XYZ):
```
19
Properties=species:S:1:pos:R:3:forces:R:3:lowdin_spin:R:1
O 0.522469 -1.175639 1.086156 5.4 0.1 -2.2 0.2791
C -0.609108 -1.180071 1.549065 -4.9 -0.5 1.8 0.4734
C -1.726626 -0.461981 0.829991 -2.5 -0.7 0.2 0.0865
H -0.751598 -1.536103 2.601921 -0.3 0.4 -0.5 0.0416
H -2.643024 -1.158375 0.444722 1.9 1.2 0.6 0.0383
H -1.368726 0.097914 -0.063948 -0.1 -0.3 0.7 0.0012
H -2.296009 0.243106 1.524049 0.7 -0.4 -0.7 0.0241
H 1.176217 0.940719 2.990284 0.0 -0.3 -0.6 0.0035
H 0.537594 1.258155 1.566220 0.1 -0.5 1.5 0.0065
O 0.452882 1.389571 2.546278 -0.1 1.0 -0.8 0.0226
H 1.910722 -2.474738 -1.331091 0.3 -0.6 0.2 -0.0001
H 1.051660 -1.530678 -0.402138 -0.5 0.1 1.4 0.0032
O 1.394966 -1.684330 -1.305035 0.0 0.4 -1.4 0.0062
H 1.685139 1.210006 -2.046158 2.2 2.2 2.3 0.0024
H 1.298062 -0.220755 -2.220837 0.3 -2.1 1.1 0.0003
O 1.207969 0.647127 -2.559350 -2.3 -0.2 -3.6 0.0047
H -0.750757 1.309282 -2.188887 0.3 -1.3 -0.9 0.0004
H -0.145413 2.313902 -1.418884 5.4 2.2 1.5 0.0012
O -0.946412 2.012880 -1.602352 -5.9 -0.6 -0.5 0.0050
```
Positions in Å, forces in eV/Å.

Properties
2S+1 = 2
frontier orbital gap (spin up / spin down) = 3.5 / 7.6 eV
total charge = -1
E_HOMO (spin up / spin down) = 0.0091 / -0.1477 Ha

Record 11
DFT (ωB97M-V/def2-TZVPD) results for a 5-piece molecular cluster, C2H12O5 overall at a distorted geometry.

Structure (XYZ):
```
19
Properties=species:S:1:pos:R:3:forces:R:3:nbo_charge:R:1
C 2.477217 0.535352 -0.092192 -0.9 -2.4 -1.9 -0.4939
C 1.818431 -0.320849 0.697514 1.0 0.6 -0.4 0.1275
O 1.450955 0.090515 1.913694 -0.2 -0.9 4.6 -0.7230
H 2.681343 0.179801 -1.145644 -0.1 0.8 1.4 0.2206
H 2.641637 1.545191 0.218444 0.2 0.3 0.1 0.2205
H 1.489910 -1.341428 0.671712 0.5 -0.6 -1.7 0.1665
H 1.620709 -0.660146 2.618697 -0.6 2.3 -2.1 0.4830
H -1.132881 -1.585259 0.959545 3.0 -0.1 3.4 0.4609
H -1.723951 -2.316344 -0.114143 -0.5 1.8 0.3 0.4762
O -1.761344 -1.418198 0.341299 -2.4 -1.8 -3.5 -0.9285
H -0.004972 0.015105 -2.607191 0.3 -0.4 0.2 0.4784
H -0.691521 -1.188669 -3.102140 -0.5 -0.5 -0.4 0.4601
O 0.134358 -0.944914 -2.700402 0.2 0.9 0.2 -0.9385
H -1.841623 0.364509 -0.536532 -1.5 0.3 -1.6 0.4939
H -2.814629 0.028702 -1.729572 0.1 -0.1 0.3 0.4624
O -2.457690 0.767476 -1.228190 1.3 -0.1 1.1 -0.9646
H 0.113860 1.909237 2.277573 -2.1 1.1 -0.5 0.4855
H -1.249413 1.903428 1.427236 1.2 1.2 1.5 0.4695
O -0.750401 2.436495 2.130295 1.0 -2.3 -1.1 -0.9565
```
Positions in Å, forces in eV/Å.

Properties
frontier orbital gap = 9.5 eV
SMILES = C=CO.O.O.O.O
E_HOMO = -0.3491 Ha

Record 12
DFT (ωB97M-V/def2-TZVPD) results for C2H13GaN2O as an isolated structure at a distorted geometry.

Structure (XYZ):
```
19
Properties=species:S:1:pos:R:3:forces:R:3:nbo_charge:R:1
N -0.864463 -2.113823 2.939866 0.2 0.0 -0.3 -1.3187
Ga -0.485354 -2.180735 1.049212 -0.1 -0.4 0.0 0.9753
C -1.478567 -0.698122 0.002723 0.6 0.2 -0.3 -0.9073
C -0.707379 0.606257 0.098129 -0.4 -0.2 0.7 -0.0644
O 0.506054 0.515824 -0.687235 0.5 0.9 -1.0 -0.7999
H -0.176460 -1.559241 3.432523 -0.1 0.1 0.2 0.3440
H -1.788527 -1.782787 3.184451 0.0 0.1 0.1 0.3442
H 1.102462 -1.899742 0.854453 0.0 0.1 0.0 -0.3709
H -0.908780 -3.602123 0.426233 0.0 0.1 0.0 -0.3434
H -1.481712 -0.967542 -1.065266 -0.4 0.0 0.0 0.1772
H -2.513102 -0.536838 0.306797 0.0 -0.1 0.1 0.2189
H -0.391918 0.760180 1.133964 0.1 0.2 0.0 0.1714
H -1.286990 1.487574 -0.206071 0.2 0.1 -0.3 0.1345
H 0.456962 -0.323935 -1.162264 0.1 -0.2 0.3 0.5022
N 2.007695 2.465168 -2.067414 0.1 0.2 -0.1 -0.8809
H 2.930834 2.347220 -1.651180 0.0 0.0 0.0 0.4456
H 2.062756 2.328237 -3.075136 0.0 0.0 0.0 0.4378
H 1.361459 1.755229 -1.648788 -0.6 -0.8 0.7 0.4941
H 1.655031 3.399199 -1.864998 0.0 0.0 0.0 0.4403
```
Positions in Å, forces in eV/Å.

Properties
frontier orbital gap = 4.9 eV
E_HOMO = -0.2359 Ha